Molecular formula: C6H9MgO5Pr
Method: DFT, wB97M-V/def2-TZVPD

Geometry as XYZ:
```
22
C6H9MgO5Pr | the OMol25 dataset | wB97M-V/def2-TZVPD
O -2.7083 1.7067 -0.3129
C -1.9406 2.6582 -0.8701
C -0.8273 2.3272 -1.5790
O -0.4337 1.0192 -1.5965
Mg -1.6926 0.0504 -0.3343
H -2.3336 3.6825 -0.9159
H -0.3333 3.0154 -2.2703
O 1.8661 0.3090 0.3647
C 1.1913 1.2018 1.1780
C 0.2004 0.5643 2.1394
O -0.6796 -0.3585 1.4783
C -0.2797 -1.7446 1.5033
C -0.7267 -2.3443 0.2164
O -0.5259 -1.5861 -0.8741
Pr 1.1791 -0.3538 -1.4809
H 1.8809 1.8065 1.8010
H 0.7203 0.0145 2.9356
H -0.7198 -2.2528 2.3739
H 0.8211 -1.7651 1.5989
H -0.8403 -3.4273 0.1095
H -0.4681 1.3824 2.5493
H 0.5888 1.9609 0.5615
```

As for the charge: +1. The calculation puts the lowest unoccupied orbital energy (alpha / beta) at -4.3 / -4.3 eV. The calculation puts the HOMO energy (alpha / beta) at -0.3888 / -0.3890 hartree. Its multiplicity is 4. Its expectation value of S² is 3.76.